Entry 1:
A 5-piece molecular cluster, C27H34F10O16P2S overall. Source: the Open Molecules 2025 dataset; level of theory: ωB97M-V/def2-TZVPD.

Geometry as XYZ:
```
90
Properties=species:S:1:pos:R:3:forces:R:3:lowdin_charge:R:1
C 2.1520 -5.1466 0.8627 -0.785 1.745 -0.903 0.102
C 1.9712 -4.0083 0.4800 0.232 -0.645 -0.147 -0.287
P 1.5285 -2.4486 -0.3257 0.904 -0.825 0.268 0.693
C 0.8868 -2.4926 -2.0638 0.144 0.791 -0.113 -0.288
C -0.0916 -1.3824 -2.4906 0.283 0.124 -0.485 -0.234
C 0.5555 -0.0216 -2.8293 -1.389 0.188 0.326 -0.195
C 0.3424 0.9712 -1.6879 1.367 0.044 -0.106 -0.223
C 1.1200 2.2908 -1.8411 -0.506 0.104 0.460 -0.175
C 1.7554 2.7944 -0.5378 -0.286 0.190 -0.348 -0.165
C 0.8145 2.7269 0.6630 0.544 -0.218 -0.028 -0.221
O 1.5416 2.9929 1.8567 -0.142 0.349 0.107 -0.181
C 2.1606 1.8272 2.3645 -0.246 0.218 -0.264 -0.106
P -0.5488 -2.6660 0.5957 -0.963 1.025 0.541 0.233
S -1.1659 -0.9017 1.1953 0.104 0.131 0.059 0.092
C 3.3819 -2.2895 -0.9243 0.117 -0.135 0.316 -0.370
O 4.0508 -3.2684 -1.0999 0.224 -0.083 -0.258 0.096
C 4.0953 -0.9284 -1.1773 0.172 -0.467 0.466 -0.415
F 3.2299 0.0731 -1.2603 -1.067 0.565 0.104 0.125
F 4.6792 -1.0106 -2.3804 0.650 -0.226 -0.917 0.135
C 5.1593 -0.5695 -0.0824 -0.441 0.670 -1.396 -0.407
F 4.7547 0.5139 0.5566 -0.512 1.215 0.714 0.169
F 5.2152 -1.5216 0.8149 0.466 -1.564 0.876 0.194
C 6.5563 -0.2446 -0.6353 0.235 0.422 0.693 -0.409
F 7.3356 0.0093 0.4247 0.459 0.300 0.920 0.169
F 7.0796 -1.2888 -1.2344 0.365 -1.130 -0.997 0.198
C 6.5773 1.0060 -1.5031 -1.037 0.810 -0.782 -0.403
O 5.5686 1.6084 -1.7731 0.228 -0.299 0.028 0.152
O 7.7725 1.3649 -1.9382 0.352 -0.745 0.202 0.188
H 2.1077 -6.1772 1.0591 0.317 -0.599 0.451 0.031
H 1.6844 -1.2650 0.4559 -0.474 -0.048 -0.118 0.026
H 0.4630 -3.4679 -2.2756 -0.096 -0.314 0.418 0.096
H 1.7578 -2.4034 -2.7115 0.183 -0.113 -0.060 0.079
H -0.5582 -1.7477 -3.4013 -0.127 -0.229 -0.105 0.110
H -0.9029 -1.2042 -1.7894 -0.033 -0.155 0.249 0.067
H -0.0033 0.3741 -3.6736 0.213 0.029 -0.411 0.117
H 1.5953 -0.1076 -3.1302 0.176 -0.032 0.091 0.080
H -0.7068 1.2085 -1.5535 -0.277 -0.290 0.000 0.120
H 0.6726 0.4795 -0.7775 -0.061 -0.045 0.279 0.042
H 0.4145 3.0624 -2.1413 -0.112 0.105 -0.262 0.113
H 1.8597 2.2474 -2.6349 0.250 -0.140 -0.110 0.097
H 1.9825 3.8449 -0.6984 0.231 0.205 0.123 0.116
H 2.7054 2.3143 -0.3211 0.035 -0.329 0.072 0.092
H 0.0321 3.4670 0.5224 -0.129 0.197 0.298 0.118
H 0.3481 1.7499 0.7859 -0.207 -0.098 -0.214 0.072
H 1.5523 1.3806 3.1515 -0.050 -0.083 0.109 0.086
H 3.1386 2.0918 2.7508 0.156 0.010 0.123 0.087
H 2.2782 1.0983 1.5621 0.180 -0.216 0.025 0.058
H -0.4854 -3.5510 1.6927 -0.066 -0.343 -0.414 -0.056
H -1.4673 -3.1994 -0.3433 0.269 -0.455 0.210 -0.043
H 7.6140 2.0172 -2.6303 0.091 0.406 -0.108 0.146
C -4.7398 0.2848 5.0986 -0.142 -0.002 0.379 -0.049
C -4.8713 0.8512 3.7074 0.472 0.111 -0.101 -0.304
O -4.2642 -0.1402 2.9077 -0.471 -0.208 0.189 0.114
C -4.4271 -1.3275 3.5571 0.288 -0.108 -0.071 -0.543
O -4.2713 -2.3936 3.0660 -0.065 -0.042 0.013 0.166
O -4.8019 -1.1225 4.8469 0.003 0.173 -0.193 0.074
F -4.1728 2.0100 3.5663 -0.156 -0.164 0.019 0.064
H -3.7781 0.5325 5.5500 0.048 0.087 -0.159 0.148
H -5.5387 0.6001 5.7652 -0.073 -0.224 -0.018 0.141
H -5.9005 1.0050 3.3768 0.046 0.181 -0.040 0.175
C 3.4641 -0.0489 -5.3896 -0.184 -0.308 0.004 -0.057
C 4.4026 0.9810 -4.8141 0.200 0.061 -0.153 -0.323
O 4.0489 2.1529 -5.5257 -0.305 -0.179 0.254 0.137
C 2.7301 2.0293 -5.8644 -0.068 0.101 -0.141 -0.544
O 2.0430 2.9168 -6.2327 -0.003 0.015 -0.062 0.190
O 2.3167 0.7423 -5.7111 0.269 0.073 0.067 0.060
F 5.7036 0.6787 -5.0741 -0.021 0.085 0.070 0.073
H 3.8630 -0.5018 -6.2988 0.135 0.093 0.015 0.147
H 3.2120 -0.8345 -4.6811 -0.177 0.094 0.011 0.119
H 4.2810 1.1542 -3.7443 0.156 0.000 0.003 0.140
C -4.1906 4.6790 2.2487 -0.246 -0.160 -0.140 -0.066
C -4.0602 6.1591 2.5074 0.319 -0.011 0.255 -0.314
O -2.7941 6.4560 1.9485 -0.352 -0.073 -0.289 0.135
C -2.5813 5.5572 0.9398 0.190 -0.099 -0.046 -0.543
O -1.7552 5.6684 0.1018 0.067 -0.011 0.018 0.184
O -3.4567 4.5231 1.0303 -0.040 0.231 0.144 0.076
F -4.0367 6.4375 3.8356 -0.004 0.048 -0.062 0.074
H -3.7246 4.0866 3.0297 0.092 0.185 0.132 0.122
H -5.2228 4.3595 2.1254 0.060 -0.038 -0.213 0.139
H -4.8234 6.7735 2.0260 -0.013 0.075 0.129 0.173
C -6.0327 -5.0373 2.9968 0.077 0.191 0.378 -0.059
C -6.7502 -4.8363 1.6861 0.320 -0.214 -0.249 -0.317
O -7.3356 -6.1064 1.4578 -0.201 0.247 0.312 0.129
C -7.5562 -6.6703 2.6838 0.028 -0.187 0.085 -0.550
O -8.2576 -7.6026 2.8777 0.013 -0.061 -0.035 0.182
O -6.8665 -6.0069 3.6453 -0.043 0.068 -0.315 0.073
F -5.8911 -4.5574 0.6748 -0.102 -0.027 -0.014 0.074
H -5.0338 -5.4509 2.8558 -0.015 0.026 -0.177 0.148
H -5.9577 -4.1281 3.5840 -0.092 -0.102 0.135 0.119
H -7.5331 -4.0759 1.7106 0.053 0.053 -0.118 0.173
```
Positions in Å, forces in eV/Å.

Computed properties:
HOMO energy	-8.27	eV
SMILES string	C#C[PH](CCCCCCCOC)([PH2]=S)C(=O)C(F)(F)C(F)(F)C(F)(F)C(=O)O.O=C1OC[C@@H](F)O1.O=C1OC[C@@H](F)O1.O=C1OC[C@@H](F)O1.O=C1OC[C@@H](F)O1
gap between HOMO and LUMO	8.05	eV

Entry 2:
One molecule with the formula C4H7NO. Source: the Open Molecules 2025 dataset; level of theory: ωB97M-V/def2-TZVPD.

Geometry as XYZ:
```
13
Properties=species:S:1:pos:R:3:forces:R:3:nbo_charge:R:1
C 1.6339 -0.1863 -0.3384 -1.784 3.504 -0.667 -0.609
C 0.2533 -0.0200 0.4172 3.181 -2.249 0.800 -0.025
C -0.7236 1.0217 0.0556 -0.062 0.859 -1.909 -0.532
C -1.7794 -0.1406 -0.0540 2.165 1.603 -0.081 0.708
H 2.3892 0.5265 0.0782 -0.617 -0.563 -0.215 0.211
H 1.5015 0.1060 -1.4363 0.242 -0.849 1.346 0.207
H 1.9514 -1.1571 -0.1660 0.816 -1.906 -0.115 0.209
H 0.5434 -0.0478 1.5007 -0.645 0.037 -0.636 0.177
H -0.8335 1.7739 0.8359 -0.381 0.288 -0.571 0.234
H -0.4302 1.3712 -1.0128 -0.917 0.086 1.906 0.226
H -0.8218 -2.0676 0.2827 0.320 1.265 -0.221 0.403
N -0.7333 -1.0546 0.0519 -1.270 -1.177 0.374 -0.646
O -2.9509 -0.1253 -0.2147 -1.047 -0.900 -0.011 -0.562
```
Positions in Å, forces in eV/Å.

Computed properties:
energy relative to the best compared isomer or geometry (same formula, charge and spin)	31.4	kcal per mole
HOMO energy	-9.77	eV
SMILES string	C[C@H]1CC(=O)N1
gap between HOMO and LUMO	10.70	eV

Entry 3:
An isolated ion of composition C3H9N3O and charge +1. Source: the Open Molecules 2025 dataset; level of theory: ωB97M-V/def2-TZVPD.

Geometry as XYZ:
```
16
Properties=species:S:1:pos:R:3:forces:R:3:nbo_charge:R:1
C -0.0675 0.9565 0.4550 -0.231 0.393 0.557 -0.297
N 0.2217 -0.2636 -0.2083 -0.318 1.517 -0.282 -0.186
C 0.2752 -1.5515 0.3309 0.150 -0.896 0.366 0.708
N 0.0451 -1.6614 1.6696 -0.890 -0.369 0.098 -0.806
O 0.6277 -2.4400 -0.4098 0.114 0.146 -0.240 -0.408
C -0.8594 1.9335 -0.4234 -0.646 -0.401 -0.842 -0.223
N -0.0490 2.6265 -1.3856 0.649 -0.280 0.030 -0.838
H 0.9056 1.4264 0.6532 0.312 0.163 0.050 0.316
H -0.5457 0.8191 1.4256 0.111 -0.324 -0.127 0.253
H 0.4182 -0.1342 -1.2044 0.134 -0.766 0.063 0.443
H 0.0366 -2.6429 1.9254 0.344 -0.066 0.062 0.432
H -0.8003 -1.2496 2.0662 0.445 0.359 -0.206 0.411
H -1.7077 1.3656 -0.8411 0.118 -0.071 -0.092 0.186
H -1.3422 2.6573 0.2105 0.133 0.317 0.512 0.244
H 0.3907 2.0618 -2.1107 -0.404 0.203 0.136 0.364
H -0.5215 3.4108 -1.8044 -0.022 0.074 -0.085 0.402
```
Positions in Å, forces in eV/Å.

Computed properties:
energy relative to the best compared isomer or geometry (same formula, charge and spin)	8.7	kcal per mole
HOMO energy (alpha / beta)	-13.88 / -13.85	eV
multiplicity	2
expectation value of S²	0.7670
net charge	+1
gap between HOMO and LUMO (alpha / beta)	10.63 / 4.99	eV

no.,largest force on an atom (Eh/bohr)
1,0.0412
2,0.0776
3,0.0306